The following is a quantum chemistry calculation of C22H13Cl2MnN4O2STe as an isolated structure, from the OMol25 dataset.

Last column: natural (NBO) charge in e.
Element x y z (Å)
O1 0.93708 -3.46070 1.16574  -0.5920
N1 -1.97246 0.23441 0.38847  -0.6944
O2 -3.83427 1.33660 -0.43376  -0.5943
H1 0.70686 5.25986 -1.12337  0.2341
N2 -0.42400 2.23586 -0.24674  -0.5336
C1 0.84712 -2.25266 1.05055  0.6350
H2 5.44802 -1.54847 1.10786  0.2300
Mn1 -0.10776 0.41794 0.78841  1.3852
C2 -1.73470 2.42829 -0.45499  0.1514
C3 3.34421 -1.96782 1.07892  -0.2035
C4 1.58316 -0.77329 4.16488  -0.3230
C5 -1.37046 4.67088 -1.15613  -0.1293
H3 2.79220 1.76195 0.57935  0.2054
C6 4.45071 -1.14268 1.00162  -0.1266
H4 -0.35327 -3.32028 5.18870  0.2403
C7 -2.53918 -1.02283 0.68373  0.1922
H5 2.19098 -2.78898 4.86130  0.2222
H6 -4.62921 -0.60826 0.43233  0.2673
H7 5.09819 0.90322 0.75529  0.2345
C8 -3.31491 -3.59789 1.33125  -0.0534
C9 0.41078 -0.09332 3.97794  -0.4873
H8 2.55245 -0.33958 3.95645  0.2206
H9 -1.22764 -4.02541 1.58562  0.2683
C10 -0.01274 4.47427 -0.94392  -0.2386
N3 1.90677 -0.09426 0.72981  -0.5302
C11 2.08943 -1.40568 0.94124  0.1626
C12 -2.24576 3.62926 -0.90899  -0.1977
C13 0.41739 3.24561 -0.48606  0.0720
C14 1.38799 -2.09599 4.65317  -0.2614
C15 2.97760 0.70338 0.68388  0.0805
C16 -4.26588 -2.64190 1.01041  -0.0704
C17 0.07343 -2.39657 4.83186  -0.4288
H10 -3.31442 3.70609 -1.04956  0.2616
N4 -0.26363 -1.48642 0.98783  -0.6911
Cl1 -3.77523 -5.21238 1.75230  0.0198
C18 -1.96154 -3.27943 1.32999  -0.2336
C19 -3.88447 -1.34532 0.68163  -0.2401
H11 -1.73724 5.62635 -1.50658  0.2305
C20 -1.57867 -1.99072 1.00717  0.1070
H12 3.40699 -3.03316 1.24934  0.2620
C21 4.26354 0.21902 0.80270  -0.2442
Te1 0.11950 1.80416 3.12427  -0.1330
H13 1.46571 3.06300 -0.29969  0.2006
C22 -2.65005 1.26627 -0.15974  0.6289
S1 -0.92968 -1.08175 4.39295  0.4726
Cl2 -5.95363 -3.02450 1.00890  0.0220

Computed properties:
E_HOMO (spin up / spin down) (eV): -7.3 / -7.6
2S+1: 5
Energy (eV): -107576.357
ΔE to the lowest compared entry with this formula, charge and spin (kJ/mol): 0.0
⟨S²⟩: 6.058

The following is a quantum chemistry calculation of a 18-piece molecular cluster, C22H13Cl68INO2P overall, from the OMol25 dataset.

Last column: Mulliken charge in e.
Element x y z (Å)
Cl1 -4.61013 -4.13496 2.90798  -0.1031
Cl2 8.36163 1.92344 0.34042  -0.1109
Cl3 -6.33086 -4.09774 0.60143  -0.1075
H1 0.37837 -0.27836 2.53073  -1.2383
Cl4 -4.42963 3.50652 10.95762  -0.0116
C1 -3.48080 7.69868 2.74178  0.2716
Cl5 8.31978 -0.47994 -6.88759  -0.0721
Cl6 -10.43336 1.53146 -1.41662  -0.1335
Cl7 0.64428 2.62159 3.10903  -0.1205
C2 -10.06997 2.78746 -0.21394  0.3425
Cl8 -10.44602 2.16529 1.39321  -0.1052
Cl9 -7.08073 -7.44995 2.18213  -0.0481
Cl10 11.02234 -2.24429 -5.82000  -0.0469
C3 -13.47355 3.77864 -4.58195  0.3079
Cl11 0.48481 -2.39153 -3.88845  -0.1216
Cl12 -4.86203 0.61699 1.15525  -0.0654
Cl13 -1.81554 8.22252 2.49330  -0.0975
Cl14 5.58950 1.34734 -0.20505  -0.0648
H2 4.26432 -1.31891 0.27287  0.3325
Cl15 10.12266 -5.83317 1.32580  -0.1086
Cl16 -5.34327 1.23894 7.23737  -0.1009
H3 1.28943 -1.56948 3.30211  0.5516
C4 0.58123 -1.95045 1.28470  -0.8323
Cl17 -11.02700 4.23320 -0.51891  -0.0908
H4 3.43576 -1.17286 3.59591  0.4904
C5 -0.94719 -1.73301 -3.09448  0.1417
Cl18 1.54389 3.99395 -3.09266  -0.1041
Cl19 -13.49231 5.48048 -4.11039  -0.1070
Cl20 -4.33087 -6.15566 0.87594  -0.0223
Cl21 10.49383 5.78367 -4.59580  -0.1029
Cl22 13.29869 -1.75861 -7.51615  -0.0885
Cl23 -7.28420 -9.88702 3.70679  -0.1012
Cl24 7.64950 -0.36423 -1.26237  -0.1006
Cl25 -8.50061 -9.71094 1.10045  -0.0991
Cl26 1.98225 1.21693 -3.72789  -0.0221
Cl27 2.85228 3.26692 -5.55724  -0.1090
C6 -1.06505 2.20860 3.28232  0.1656
Cl28 -3.38026 0.85314 -1.28320  0.0549
H5 0.31763 -1.30803 0.47613  0.3923
Cl29 -1.37681 1.65086 4.92468  -0.0848
Cl30 -4.95988 -2.57949 -5.96553  -0.0702
Cl31 -4.57836 9.04023 2.42204  -0.1031
Cl32 -3.34860 -1.32979 -7.99559  -0.0953
H6 5.39151 -3.83090 2.10972  0.3318
H7 -1.70787 -3.52212 3.46881  0.0085
Cl33 9.17868 1.89709 -8.25519  -0.0092
C7 3.53283 -1.02086 2.52528  -1.3146
Cl34 -5.65661 -2.88600 -8.74333  -0.0987
Cl35 -8.35507 3.17616 -0.31236  -0.0093
C8 12.49371 -1.29495 -6.01605  0.2338
C9 8.97599 0.14931 -8.39977  0.2515
C10 1.10806 -1.05572 2.37128  0.8352
Cl36 -5.99666 -0.33676 -7.44387  -0.0908
H8 4.34714 -0.33967 2.37033  0.5365
H9 2.30842 0.52586 2.29023  0.1549
Cl37 -12.47090 2.87271 -3.45002  0.0036
Cl38 7.97133 -5.70187 3.23969  -0.1020
Cl39 -3.20534 2.86905 8.26838  -0.1124
C11 -4.99108 -1.78231 -7.53989  0.3565
Cl40 7.30598 2.29370 -2.31489  0.0028
Cl41 -4.15793 3.28995 5.59293  0.0488
Cl42 -3.84499 6.36496 1.64344  -0.0214
Cl43 -6.26955 1.01210 -1.32574  -0.0830
Cl44 7.40138 -5.54943 0.41973  -0.0919
C12 -4.64741 2.85852 7.23000  0.2731
H10 1.33881 -2.60090 0.89274  0.3601
H11 5.16087 -2.81794 3.52919  0.3607
C13 8.55274 -5.11148 1.68192  0.3584
H12 5.98039 -2.17061 2.12169  0.2781
C14 -7.12684 -9.20691 2.08619  0.3476
Cl45 -0.83843 0.02596 -3.04489  -0.1368
Cl46 -3.68413 7.14706 4.40523  -0.0700
Cl47 10.86135 3.00377 -5.30739  -0.0546
Cl48 9.56172 4.77572 -7.13790  -0.1115
H13 3.11261 -3.05202 2.08949  0.2597
C15 -5.33415 3.69603 12.46102  0.3020
Cl49 -5.83964 4.01736 7.80823  -0.0944
Cl50 12.07536 0.41945 -6.08502  -0.0059
Cl51 -2.39585 -2.20031 -3.98611  0.0070
O1 -0.60581 -2.68274 1.63694  0.2561
Cl52 -12.81175 3.62855 -6.21099  -0.1042
Cl53 -4.71254 3.16017 -0.19978  -0.0329
Cl54 -5.63054 -9.78901 1.34865  -0.1089
N1 2.34848 -0.41431 1.92537  -0.0476
Cl55 8.23606 3.98388 -4.71371  -0.0154
C16 9.79124 4.39878 -5.43258  0.3084
I1 -0.50786 -5.97389 2.21884  -0.1269
Cl56 -1.48905 0.94135 2.13650  0.0044
Cl57 4.21156 2.89559 -3.04382  0.0206
Cl58 10.54020 -0.60250 -8.71712  -0.0397
C17 2.64726 2.84514 -3.85650  0.2351
P1 -0.40615 -3.63370 2.94372  -0.0974
C18 7.23115 1.29853 -0.85954  0.2169
O2 3.97967 -2.21975 0.48762  -0.4932
Cl59 8.71161 -3.35566 1.74348  -0.0759
Cl60 -2.05320 3.63049 2.94390  0.0318
Cl61 -4.35611 4.57550 13.63842  -0.1031
C19 -4.81244 1.40582 -0.41855  0.0858
Cl62 -15.12020 3.14427 -4.55548  -0.1001
Cl63 -6.81833 4.59772 12.13907  -0.1078
C20 -4.69936 -4.46627 1.17308  0.1054
Cl64 -1.05584 -2.33874 -1.44187  0.1288
C21 3.90071 -2.34490 1.89199  0.5962
Cl65 7.86532 -0.21414 -9.72407  -0.1086
Cl66 13.57372 -1.58397 -4.65074  -0.1117
Cl67 -5.74263 2.10544 13.10647  -0.1033
C22 5.20553 -2.83247 2.45248  -1.4434
Cl68 -3.52227 -3.49158 0.30894  0.0656

Computed properties:
E_HOMO (eV): -8.7
Energy (eV): -897518.488

The following is a quantum chemistry calculation of one molecule with the formula C22H13NO9S in a non-equilibrium geometry, from the OMol25 dataset.

Last column: natural (NBO) charge in e.
Element x y z (Å)
H1 -0.33344 0.67729 -2.80180  0.2271
O1 -6.59605 -2.58121 2.85404  -0.5610
C1 1.04271 -1.72731 2.35367  -0.3566
H2 -3.57443 -0.24564 3.89553  0.2406
C2 -1.56377 -2.74292 3.04206  -0.2929
C3 2.59261 1.10146 -0.36806  0.6807
C4 -5.74023 -1.78494 3.11371  0.7663
C5 2.32095 0.23095 2.18895  -0.1508
C6 -3.38247 -1.22482 3.48666  -0.1486
C7 -2.39523 -3.59912 2.40361  -0.1705
H3 -4.27652 -3.97514 1.69852  0.2397
H4 3.79734 2.07838 -2.97226  0.2611
H5 -1.02676 2.40379 -4.21314  0.2394
H6 1.31431 4.53827 -5.92177  0.4980
O2 3.15327 2.13653 -0.24659  -0.4951
H7 -1.89228 -4.41693 1.96968  0.2455
H8 -7.03605 -0.74096 3.88330  0.4985
C8 1.54741 -0.64461 -1.20895  0.6659
H9 -1.32689 -0.87485 3.92125  0.2268
O3 2.99495 4.83682 -5.83774  -0.6970
H10 0.14823 -2.40591 0.44618  0.2498
C9 2.74189 2.23490 -3.26402  -0.1146
O4 4.48347 4.04206 -4.30200  -0.5804
C10 1.81819 1.27527 -2.73582  0.0938
C11 3.33604 4.07533 -4.77059  0.7572
C12 2.35219 3.13774 -4.30834  -0.2908
C13 2.20465 0.26923 0.79283  -0.0967
C14 0.98773 3.06912 -4.73866  0.4360
N1 2.09790 0.54371 -1.57679  -0.4721
C15 1.92064 -0.82451 2.96936  -0.1618
C16 0.07473 2.21047 -4.16353  -0.3033
O5 0.54016 3.99511 -5.69527  -0.6827
O6 0.55221 -2.69009 4.69197  -0.9373
C17 1.41622 -0.67826 0.24625  -0.1314
C18 -3.81778 -3.25236 2.31310  -0.1338
O7 0.54986 -4.29276 2.97882  -0.9300
H11 3.84157 5.09435 -6.16725  0.5170
C19 -4.32225 -2.08712 2.92449  -0.1674
C20 0.78360 -1.69881 0.96121  -0.0771
O8 1.02132 -1.51594 -1.93397  -0.5531
O9 -6.08990 -0.61725 3.79739  -0.6859
H12 2.23899 -1.01590 4.06224  0.2832
C21 -2.04210 -1.55522 3.51481  -0.1961
C22 0.45837 1.20713 -3.22406  -0.1226
S1 0.20808 -2.92662 3.30170  2.1589
H13 2.87659 0.96134 2.63928  0.2240

Computed properties:
E_HOMO (eV): -9.1
Energy (eV): -53775.940
ΔE to the lowest compared entry with this formula, charge and spin (kJ/mol): 4.0
Structure (SMILES): O=C(O)c1ccc(S(=O)(=O)c2ccc3c(c2)C(=O)N(c2ccc(O)c(C(=O)O)c2)C3=O)cc1

The following is a quantum chemistry calculation of C22H14AuBr2N4O3 as an isolated structure, from the OMol25 dataset.

Last column: natural (NBO) charge in e.
Element x y z (Å)
C1 0.54216 -0.51003 -2.87206  0.2942
H1 -1.21464 -4.74271 0.07745  0.2483
Br1 0.40589 -5.66181 -2.28670  0.0906
H2 -3.47994 -1.05205 0.12771  0.2150
H3 -1.26049 -1.45400 -3.88838  0.2608
C2 -0.81725 -1.78821 -1.68114  0.2164
H4 0.54304 4.75975 5.42181  0.2172
C3 1.87871 -2.50013 -3.29054  -0.3661
H5 0.14202 -3.49027 -4.34066  0.2589
H6 1.54551 2.90714 4.76389  0.4886
H7 -1.13351 6.47699 4.90068  0.2273
C4 1.93368 -3.22682 -1.83285  -0.2148
H8 -2.46993 6.32850 2.81304  0.2293
H9 -3.04119 -3.32403 1.04270  0.2332
Br2 3.32456 -0.01170 -3.27889  0.3856
H10 2.14556 -0.56089 1.52061  0.2278
O1 -1.19995 2.42104 0.48566  -0.6993
H11 2.64901 -4.04195 -1.86273  0.2668
C5 -1.72441 5.57947 3.03976  -0.2514
C6 1.50428 -0.33240 0.67370  0.0024
C7 0.20170 3.63919 3.62947  0.4414
C8 -0.53689 3.55215 2.43959  -0.2696
Au1 -0.68458 1.40123 -1.25333  0.9263
C9 -1.36595 -3.72562 -0.26219  -0.2099
N1 0.41340 -0.93538 -1.39367  -0.4567
O2 0.25911 0.76530 -3.03343  -0.7902
C10 0.40192 -2.93536 -3.44552  -0.1985
C11 -0.60886 -3.18788 -1.25257  0.0025
N2 0.69399 1.66833 1.54169  -0.2817
H12 -2.06578 4.44869 1.25537  0.2394
N3 0.79578 0.73064 0.67483  -0.0626
C12 -0.35870 2.49944 1.43045  0.6467
C13 2.14413 -2.36822 -0.63231  -0.1819
C14 -0.46659 -1.67802 -3.18364  -0.2387
C15 1.40191 -1.26948 -0.45296  0.1188
C16 -0.97535 5.65905 4.20973  -0.1325
C17 -0.02768 4.69895 4.50170  -0.3242
H13 2.93191 -2.62638 0.06540  0.2446
C18 1.86194 -1.05262 -3.20728  0.2537
H14 2.62700 -2.90850 -3.96455  0.2819
N4 -1.95398 -1.06863 -1.19841  -0.4145
O3 1.11549 2.68675 3.92765  -0.6567
C19 -2.64436 -1.62864 -0.25694  0.0709
C20 0.46185 -3.74020 -2.11680  -0.0682
C21 -2.39270 -2.93339 0.27164  -0.1603
C22 -1.50186 4.53269 2.17306  -0.1110

Computed properties:
E_HOMO (spin up / spin down) (eV): -11.1 / -11.0
Net charge: +1
2S+1: 3
Energy (eV): -178907.775
⟨S²⟩: 2.053

The following is a quantum chemistry calculation of C22H14AuClFN4O5 as an isolated structure in a non-equilibrium geometry, from the OMol25 dataset.

Last column: natural (NBO) charge in e.
Element x y z (Å)
F1 -1.19876 -0.30864 2.66384  -0.3051
N1 -0.55616 1.08506 -0.85186  -0.5033
H1 -0.30516 -2.72414 2.32274  0.2513
C1 1.87644 -3.58304 1.21594  -0.3484
H2 5.63004 1.20656 -1.60146  0.2505
C2 -4.59966 2.12226 -0.51546  -0.1550
C3 3.75394 0.21706 -1.52086  -0.2134
O1 -0.00556 -3.12994 -0.22706  -0.7901
C4 -4.22046 0.76446 -0.49516  -0.0966
O2 1.69574 -0.80094 -1.28966  -0.6432
C5 2.64224 -1.32034 1.49774  0.7941
C6 -4.70666 -1.58754 -0.41416  -0.2582
H3 -2.96036 -2.85094 -0.62736  0.2474
Cl1 5.12274 3.84586 -0.70766  0.0569
O3 0.74694 1.63946 2.04464  -0.5944
H4 -1.59096 3.56226 -0.96266  0.2316
H5 -5.39556 -2.41334 -0.34236  0.2574
C7 -1.88036 1.46036 -0.73206  0.0894
H6 -6.19936 -0.05674 -0.26326  0.2441
C8 2.71424 2.64656 -0.66066  -0.1485
C9 -2.84626 0.42506 -0.61776  0.2211
C10 0.45044 1.86126 -0.61886  0.2401
O4 1.58064 -4.55604 -0.95496  -0.5317
O5 3.73754 -1.60284 1.10274  -0.5815
H7 1.47674 -4.36234 1.86524  0.2263
Au1 -0.34876 -1.04954 -0.85466  1.4349
H8 4.12714 -0.73914 -1.85556  0.2472
C11 0.99094 0.45636 2.06644  0.6032
C12 -3.33786 -1.83904 -0.56706  0.1129
H9 2.32584 3.59586 -0.32516  0.2351
N2 -2.45416 -0.87104 -0.65886  -0.4923
C13 1.06014 -3.78294 -0.20876  0.7976
H10 -5.64356 2.37026 -0.41786  0.2390
C14 0.40544 -1.92954 2.14424  0.0348
C15 1.82514 1.57286 -0.84166  -0.2528
H11 0.25644 2.84806 -0.20056  0.2458
C16 -5.14966 -0.28904 -0.37816  -0.0501
C17 4.57814 1.29066 -1.37666  -0.1459
C18 2.35484 0.28646 -1.22886  0.4066
N3 2.26294 -0.02854 1.78544  -0.6364
C19 -3.65726 3.10186 -0.67726  -0.1733
H12 2.93844 -3.72024 1.00694  0.2759
H13 2.99414 0.66716 1.66914  0.4433
C20 -2.30666 2.77546 -0.79856  -0.1693
N4 1.64734 -2.28424 1.72584  -0.4174
H14 -3.94826 4.13916 -0.71176  0.2455
C21 0.05374 -0.63064 2.31364  0.1754
C22 4.06334 2.52056 -0.91986  -0.1004

Computed properties:
E_HOMO (spin up / spin down) (eV): -11.4 / -11.4
Net charge: +1
Energy (eV): -58164.101